C3H9NO3 | ωB97M-V/def2-TZVPD

Cartesian coordinates (Å):
C -2.524 -1.198 0.117
C -1.324 -0.328 -0.254
N -0.476 -0.029 0.905
C 0.873 0.119 0.684
O 1.396 0.144 -0.411
O 1.560 0.262 1.846
H -3.103 -1.335 -0.794
H -3.176 -0.631 0.772
H -2.230 -2.097 0.659
H -1.730 0.613 -0.611
H -0.716 -0.679 -1.087
H -0.620 -0.674 1.676
H 2.386 0.684 1.575
O 3.513 1.865 -1.484
H 3.403 1.937 -2.442
H 2.769 1.348 -1.152

The value obtained for the total energy is -10890.3003 eV. As for the SMILES: CCNC(=O)O.O. The HOMO-LUMO gap comes out at 11.0735 eV. Its energy relative to the best compared isomer or geometry (same formula, charge and spin) is 6.5 kcal/mol.

Atom charges from the natural (NBO) analysis, given in e for atoms 1 to 8: -0.6188 -0.2221 -0.6294 0.8928 -0.6709 -0.6829 0.2264 0.2100

C16H32Cl2O15 | ωB97M-V/def2-TZVPD

Cartesian coordinates (Å):
C -1.978 -15.232 -7.808
O -2.578 -14.960 -9.070
C -3.447 -15.880 -9.486
O -3.832 -16.831 -8.861
O -3.818 -15.566 -10.729
C -4.779 -16.439 -11.307
H -1.266 -16.057 -7.898
H -2.703 -15.467 -7.034
H -1.401 -14.346 -7.557
H -5.760 -16.371 -10.832
H -4.462 -17.479 -11.222
H -4.887 -16.170 -12.353
C -0.617 -17.325 -13.937
O 0.123 -16.541 -13.005
C 0.846 -17.210 -12.116
O 0.878 -18.409 -11.967
O 1.551 -16.334 -11.409
C 2.448 -16.920 -10.467
H -0.663 -18.360 -13.632
H -0.128 -17.263 -14.912
H -1.625 -16.934 -14.052
H 3.185 -17.549 -10.964
H 1.906 -17.524 -9.741
H 2.946 -16.093 -9.972
C 2.395 -19.649 -14.798
O 2.865 -19.571 -16.146
C 1.982 -19.083 -17.010
O 0.923 -18.586 -16.723
O 2.475 -19.219 -18.234
C 1.630 -18.776 -19.291
H 1.507 -20.280 -14.808
H 2.165 -18.677 -14.367
H 3.192 -20.112 -14.226
H 2.273 -18.607 -20.149
H 1.068 -17.900 -18.981
H 0.948 -19.584 -19.569
C 2.006 -23.232 -13.393
O 1.335 -23.331 -12.129
C 0.284 -24.140 -12.133
O -0.188 -24.704 -13.081
O -0.189 -24.202 -10.880
C -1.250 -25.130 -10.694
H 2.836 -22.545 -13.273
H 1.339 -22.845 -14.160
H 2.369 -24.216 -13.687
H -0.969 -26.137 -11.007
H -2.133 -24.841 -11.267
H -1.483 -25.142 -9.635
C -5.772 -22.778 -11.862
O -6.547 -23.405 -10.861
C -7.652 -24.021 -11.289
O -7.945 -24.231 -12.434
O -8.363 -24.369 -10.228
C -9.551 -25.119 -10.505
H -4.901 -22.347 -11.378
H -6.302 -21.978 -12.379
H -5.464 -23.503 -12.617
H -9.960 -24.913 -11.490
H -10.266 -24.837 -9.738
H -9.317 -26.182 -10.451
Cl -0.873 -21.089 -13.674
C -1.508 -20.808 -12.059
Cl -2.644 -19.450 -12.023
H -2.052 -21.687 -11.735
H -0.689 -20.592 -11.383

The value obtained for the total energy is -72868.3814 eV. As for the SMILES: COC(=O)OC.COC(=O)OC.COC(=O)OC.COC(=O)OC.COC(=O)OC.ClCCl. The HOMO-LUMO gap comes out at 11.3584 eV. Its energy relative to the best compared isomer or geometry (same formula, charge and spin) is 0.0 kcal/mol.

Atom charges from the natural (NBO) analysis, given in e for atoms 1 to 8: -0.2572 -0.4911 0.9800 -0.6393 -0.4920 -0.2577 0.1844 0.1998

CHBr3 | ωB97M-V/def2-TZVPD

Cartesian coordinates (Å):
Br 14.526 19.543 3.764
C 13.989 18.657 5.485
Br 14.474 19.964 7.018
Br 14.631 16.783 5.731
H 12.951 18.372 5.314

The value obtained for the total energy is -211179.6834 eV. As for the SMILES: BrC(Br)Br. The HOMO-LUMO gap comes out at 9.6679 eV. Its energy relative to the best compared isomer or geometry (same formula, charge and spin) is 13.0 kcal/mol.

And the natural (NBO) charges, in e, turn out to be: 0.0667 -0.4241 0.0689 0.0700 0.2185

C2H10NSi | ωB97M-V/def2-TZVPD

Cartesian coordinates (Å):
C -0.733 2.145 0.554
Si -0.530 0.661 -0.634
C 0.485 -0.811 0.320
N 0.816 -1.956 -0.399
H -1.527 1.931 1.212
H 0.209 2.357 1.089
H -0.773 3.038 -0.046
H 0.035 0.688 -1.961
H -1.947 0.281 -0.656
H 1.447 -0.455 0.943
H -0.119 -1.071 1.439
H 1.370 -1.750 -1.318
H 1.269 -2.606 0.234
H -0.002 -2.453 -0.778

The value obtained for the total energy is -11595.5062 eV. As for the SMILES: C[SiH2]C[NH3+]. The HOMO-LUMO gap comes out at 10.9290 eV. Its energy relative to the best compared isomer or geometry (same formula, charge and spin) is 66.9 kcal/mol. As for the charge: +1.

Atom charges from the natural (NBO) analysis, given in e for atoms 1 to 8: -1.0434 1.0589 -0.6776 -0.6847 0.2563 0.2488 0.2678 -0.1560